1.
A structure of composition C20H26N6O5SV at a distorted geometry, computed with ωB97M-V with the def2-TZVPD basis set.

The energy above the lowest of the compared OMol25 structures with the same formula, charge and spin comes out at 1.534 eV. The strongest force on any atom is 2.2 eV Å⁻¹. As for the HOMO energy (alpha / beta): -6.6 / -8.3 eV. The value obtained for the total energy is -76864.352 eV.

The geometry in ORCA input format:
```
! RIJCOSX wB97M-V def2-TZVPD def2/J DEFGRID3
* xyz 0 4
V 0.15847 1.10443 1.96413
O -3.08636 3.11903 3.06570
C -2.38642 2.22120 2.64802
O -1.29132 2.35584 1.92861
C -2.81500 0.76100 2.89728
C -2.53306 -0.12945 1.67456
C -3.29418 -1.44776 1.77696
C -2.51057 -2.18258 2.90774
C -1.40943 -1.17584 3.23790
O -1.14258 -0.58236 1.91068
C -1.98628 0.00774 4.03231
C -0.86582 0.83390 4.68591
O -0.97101 1.13455 5.85950
O 0.15987 1.08504 3.90672
H -3.87239 0.79171 3.13630
H -2.59916 0.38083 0.72187
H -3.23907 -1.99786 0.83738
H -4.34291 -1.28268 2.01966
H -2.08647 -3.12165 2.55427
H -3.12602 -2.38939 3.78155
H -0.49769 -1.59893 3.63621
H -2.62567 -0.32657 4.84109
C -1.66652 -2.16647 -2.38183
C -1.45449 -1.12601 -3.47938
C -2.64447 -0.17465 -3.57609
C -0.14494 -0.35890 -3.33567
N -0.05623 0.39344 -2.07858
C 0.11591 -0.02623 -0.83723
N 0.10482 1.01144 -0.03897
N -0.03514 2.11837 -0.85211
N -0.12029 1.74261 -2.07668
H -2.54162 -2.77788 -2.61095
H -1.84849 -1.69283 -1.41129
H -0.80687 -2.84133 -2.28798
H -1.35810 -1.66084 -4.42916
H -2.79865 0.36051 -2.63243
H -3.55833 -0.72891 -3.80059
H -2.49857 0.56860 -4.36498
H -0.05757 0.38215 -4.12495
H 0.70877 -1.02665 -3.40267
H 0.19610 -1.05585 -0.52616
N 2.73129 -1.32663 1.90598
C 2.95412 -0.12493 1.28119
S 2.62897 1.30397 2.09615
N 3.52730 -0.28315 0.07481
C 3.79561 0.61358 -1.00619
C 4.02656 0.00072 -2.23541
C 4.30038 0.75536 -3.36488
C 4.34431 2.14073 -3.28021
C 4.13304 2.74697 -2.05035
C 3.86830 1.99657 -0.90768
H 2.52651 -1.21987 2.88566
H 3.35822 -2.09060 1.70121
H 3.69953 -1.24104 -0.17723
H 4.00511 -1.08581 -2.30449
H 4.47858 0.25773 -4.31226
H 4.55100 2.73886 -4.16138
H 4.17766 3.82720 -1.96286
H 3.72127 2.48958 0.04129
*
```

Results of the Mulliken charge analysis, in e, for atoms 1 through 6:
1 V 0.423
2 O -0.712
3 C -0.056
4 O -0.741
5 C 0.238
6 C -0.123

***

2.
A cluster of 2 separate species, C4H11ClN2Si in total at a distorted geometry, computed with ωB97M-V with the def2-TZVPD basis set.

The energy above the lowest of the compared OMol25 structures with the same formula, charge and spin comes out at 2.826 eV. The strongest force on any atom is 4.4 eV Å⁻¹. As for the HOMO energy: -8.2 eV. The value obtained for the total energy is -27701.739 eV.

The geometry in ORCA input format:
```
! RIJCOSX wB97M-V def2-TZVPD def2/J DEFGRID3
* xyz 0 1
C 0.85494 0.93729 0.63622
C 0.31914 2.65513 -0.95645
C 1.12808 -1.43009 -0.77402
C 1.85631 -0.06366 0.98957
N 0.76835 1.68901 -0.29852
N 1.60942 -1.30643 0.55652
Si -2.19964 -0.14075 0.77867
Cl 3.57146 0.59679 0.26469
H -3.17205 -1.04056 0.25292
H -0.16740 2.50842 -1.93504
H 0.76816 3.63744 -0.90049
H 0.16358 -0.71918 -0.83360
H 1.75991 -1.23046 -1.56712
H 0.83403 -2.44555 -0.91782
H 1.93500 -0.05563 2.10310
H 2.22092 -2.03531 0.74152
H -2.97327 0.77154 1.76902
H -1.12652 -1.08597 1.39280
H -1.66115 0.41513 -0.65267
*
```

Results of the Mulliken charge analysis, in e, for atoms 1 through 6:
1 C -0.444
2 C -0.405
3 C -0.647
4 C 0.027
5 N 0.109
6 N -0.132

***

3.
A cluster of 3 separate species, C31H51ClN3O6S in total at a distorted geometry, computed with ωB97M-V with the def2-TZVPD basis set.

The energy above the lowest of the compared OMol25 structures with the same formula, charge and spin comes out at 0.000 eV. The strongest force on any atom is 1.1 eV Å⁻¹. As for the HOMO energy: -4.9 eV. The value obtained for the total energy is -73088.640 eV.

The geometry in ORCA input format:
```
! RIJCOSX wB97M-V def2-TZVPD def2/J DEFGRID3
* xyz -1 1
C 2.02938 -2.31025 2.75559
C 1.30928 -3.00576 1.60666
C 0.51724 -2.05748 0.69901
C -0.93788 -1.84466 1.08859
N -1.12493 -1.57504 2.52130
C -2.16995 -0.68568 2.82136
C -1.97975 0.64415 2.78990
C -0.61040 1.18221 2.40995
C -0.46434 2.65685 2.01055
C -0.01290 3.55534 3.16284
C 1.46126 3.27186 3.52245
S 2.36099 4.76803 3.75341
O 2.19837 5.62588 2.62348
O 2.17221 5.26184 5.07976
Cl 4.27871 4.05561 3.66573
C -3.11107 1.51800 3.18080
O -2.93226 2.70799 3.40205
C -4.45801 0.90895 3.34191
C -5.52344 1.76634 3.49132
C -6.79607 1.23837 3.65969
C -6.98762 -0.12708 3.69824
C -5.92681 -1.01689 3.56586
C -6.25566 -2.50685 3.67721
O -6.04158 -2.96888 4.80743
O -6.63003 -3.03123 2.61232
C -4.65478 -0.48101 3.36647
C -3.48370 -1.34583 3.16527
O -3.49734 -2.56029 3.22323
H 2.58755 -3.03735 3.34898
H 1.33480 -1.80251 3.42100
H 2.75543 -1.59037 2.37334
H 0.65381 -3.78916 1.99355
H 2.07136 -3.49846 0.99762
H 0.52714 -2.46770 -0.31321
H 1.04019 -1.09814 0.66374
H -1.52410 -2.71698 0.78903
H -1.31939 -0.97982 0.54432
H -1.30843 -2.44076 3.01333
H -0.27475 0.57999 1.56652
H 0.07321 0.92669 3.22628
H 0.30448 2.70676 1.23414
H -1.38823 3.04613 1.60012
H -0.62074 3.32256 4.03330
H -0.16219 4.60394 2.91948
H 1.96229 2.70835 2.73681
H 1.56539 2.70144 4.44290
H -5.35833 2.83257 3.47607
H -7.65182 1.89272 3.76452
H -7.98135 -0.52718 3.84451
C 4.29174 -0.04337 -4.81482
C 3.99458 0.21276 -3.34512
N 3.72671 -0.99243 -2.58499
C 3.15609 -0.72258 -1.27962
C 4.00983 0.01176 -0.23710
C 4.74977 -2.01860 -2.65054
C 6.16906 -1.64908 -2.19447
H 3.47526 -0.59196 -5.28616
H 4.40402 0.90953 -5.33399
H 5.21552 -0.60369 -4.96394
H 3.09780 0.83791 -3.28452
H 4.81466 0.81422 -2.91932
H 2.82160 -1.67335 -0.85792
H 2.24536 -0.13995 -1.44612
H 4.77088 -0.63411 0.20045
H 3.36924 0.35302 0.57932
H 4.50221 0.89090 -0.65463
H 4.80289 -2.37467 -3.68222
H 4.39232 -2.87296 -2.07016
H 6.47489 -0.67261 -2.57308
H 6.88067 -2.38518 -2.57393
H 6.26419 -1.63557 -1.10951
C 0.56470 -1.46365 -4.55769
C -0.89994 -1.05560 -4.56454
N -1.36675 -0.62844 -3.25729
C -2.80895 -0.48112 -3.17226
C -3.47447 0.61733 -4.01130
C -0.57961 0.40671 -2.61365
C -0.40354 1.74454 -3.34699
H 0.74905 -2.23673 -3.81090
H 0.84695 -1.85968 -5.53515
H 1.22645 -0.62366 -4.34626
H -1.50731 -1.91673 -4.85652
H -1.05163 -0.29529 -5.34965
H -3.06981 -0.33428 -2.12108
H -3.24583 -1.44370 -3.45368
H -3.30885 1.60997 -3.59378
H -4.55313 0.45260 -4.03460
H -3.11975 0.61487 -5.04302
H 0.41209 -0.00577 -2.41477
H -1.01885 0.58713 -1.62856
H -0.18872 1.59963 -4.40722
H 0.43625 2.29309 -2.91389
H -1.28296 2.38152 -3.26363
*
```

Results of the Mulliken charge analysis, in e, for atoms 1 through 6:
1 C -1.010
2 C -0.881
3 C 0.832
4 C -1.263
5 N 0.406
6 C -1.079

***

4.
A cluster of 2 separate species, C2H2Cl3NO5 in total at a distorted geometry, computed with ωB97M-V with the def2-TZVPD basis set.

The energy above the lowest of the compared OMol25 structures with the same formula, charge and spin comes out at 0.000 eV. The strongest force on any atom is 3.0 eV Å⁻¹. As for the HOMO energy (alpha / beta): -11.1 / -10.9 eV. The value obtained for the total energy is -51390.940 eV.

The geometry in ORCA input format:
```
! RIJCOSX wB97M-V def2-TZVPD def2/J DEFGRID3
* xyz 0 1
N 2.61121 -1.23405 -2.92534
O 2.35633 -2.30136 -3.54462
O 1.66235 -0.42823 -2.66450
O 3.78834 -0.97252 -2.59708
C -1.05267 1.50671 1.67412
C -1.50524 0.12357 1.27113
O -0.34344 -0.28160 0.51183
O -0.59878 -1.28713 -0.27254
Cl -1.70929 -0.98217 2.65805
Cl -3.00277 0.24302 0.28209
Cl 0.50212 1.47763 2.48256
H -0.94920 2.11037 0.77977
H -1.75898 2.02574 2.34454
*
```

Results of the Mulliken charge analysis, in e, for atoms 1 through 6:
1 N 1.038
2 O -0.340
3 O -0.317
4 O -0.377
5 C -0.597
6 C 0.505

***

5.
A cluster of 5 separate species, C9H12BCl12N2O in total at a distorted geometry, computed with ωB97M-V with the def2-TZVPD basis set.

The strongest force on any atom is 5.1 eV Å⁻¹. As for the HOMO energy: -12.9 eV. The value obtained for the total energy is -165488.931 eV.

The geometry in ORCA input format:
```
! RIJCOSX wB97M-V def2-TZVPD def2/J DEFGRID3
* xyz 1 1
N 1.34433 0.86505 -0.22381
B 0.40534 2.01103 0.21447
O 1.07558 3.22862 0.72690
N -1.13152 1.84981 0.15527
C -2.08335 3.01153 -0.09129
C -3.72508 2.80800 -0.10860
C -4.29626 1.26510 0.17572
C -3.22253 0.02572 0.42972
C -1.62741 0.41034 0.40301
H 2.18492 1.27020 -0.72084
H 1.73603 0.52092 0.70418
H 0.42147 4.01024 0.66065
H -1.61394 4.08014 -0.26324
H -4.41314 3.73376 -0.32800
H -5.46013 1.08699 0.19070
H -3.56075 -1.08822 0.60335
H -0.83099 -0.46073 0.58226
C -3.21198 -0.98506 -3.81930
Cl -2.54868 -2.56401 -3.36480
Cl -4.96610 -1.08924 -4.04650
Cl -2.81439 0.23248 -2.59510
H -2.75949 -0.68130 -4.76674
C 4.45214 1.85380 1.81389
Cl 3.86286 0.25280 2.29261
Cl 5.76372 2.37922 2.88306
Cl 4.99298 1.83877 0.12675
H 3.62766 2.56556 1.90488
C 2.44400 -2.39351 4.97421
Cl 1.23070 -1.95823 6.18997
Cl 1.99657 -1.74283 3.38807
Cl 4.04566 -1.80968 5.45691
H 2.48243 -3.48337 4.90093
C 1.34997 -4.22135 -3.65450
Cl 1.16686 -5.04179 -5.21430
Cl 1.01070 -2.49006 -3.81865
Cl 0.28717 -4.95114 -2.43917
H 2.38465 -4.33953 -3.32266
*
```

Results of the Mulliken charge analysis, in e, for atoms 1 through 6:
1 N -0.571
2 B 0.560
3 O -0.460
4 N 0.234
5 C 0.009
6 C -0.422

***

6.
A cluster of 4 separate species, C3H13NO3 in total at a distorted geometry, computed with ωB97M-V with the def2-TZVPD basis set.

Its SMILES is C=NCC.O.O.O. The energy above the lowest of the compared OMol25 structures with the same formula, charge and spin comes out at 1.641 eV. The strongest force on any atom is 1.8 eV Å⁻¹. As for the HOMO energy: -9.7 eV. The value obtained for the total energy is -10953.130 eV.

The geometry in ORCA input format:
```
! RIJCOSX wB97M-V def2-TZVPD def2/J DEFGRID3
* xyz 0 1
C -1.34013 -0.28567 0.71757
C -1.43874 -1.45149 -0.27243
C -0.08438 -3.32350 -0.26454
N -0.11549 -2.06904 -0.37528
H -0.49949 0.36427 0.45956
H -2.18519 0.38943 0.58659
H -1.15448 -0.64736 1.72575
H -1.77692 -0.99038 -1.20487
H -2.16354 -2.17372 0.10457
H -0.87671 -3.94241 -0.69844
H 0.87499 -3.78784 -0.04851
H -0.39861 2.72486 2.07164
H -1.71508 3.57659 2.22675
O -1.03667 3.28425 1.61628
H 0.88662 -1.40752 -2.10756
H 1.67114 -0.08265 -2.11237
O 1.55357 -0.90376 -2.59522
H 2.56569 3.83574 1.21014
H 1.34482 3.34217 0.44160
O 2.17077 3.04206 0.83790
*
```

Results of the Mulliken charge analysis, in e, for atoms 1 through 6:
1 C -1.190
2 C -0.217
3 C -0.345
4 N -0.482
5 H 0.250
6 H 0.373